No. 1
136
Properties=species:S:1:pos:R:3 method="wB97M-V/def2-TZVPD" total_energy_ev=-171434.273 relative_energy_kcal_mol=44.35 lumo_ev="-9.88 / -9.89" homo_energy_ev="-15.44 / -15.44" charge=+3
W -0.0728 1.7857 -0.2578
C -1.6382 3.0228 4.8751
C -2.0839 1.8155 4.1368
C -2.9438 0.8796 4.6657
C -3.3326 -0.2391 3.8959
N -2.8943 -0.3724 2.6601
N -2.0639 0.5035 2.1373
B -1.6330 0.2902 0.6412
N -0.9433 -1.0591 0.4711
N -0.5979 -1.7713 1.5311
C -0.0192 -2.9362 1.3869
C 0.1854 -3.4928 0.0962
C -0.1459 -2.7687 -1.0194
C 0.0926 -3.2227 -2.4122
C -0.6698 -1.4671 -0.7952
S -0.8946 -0.3512 -2.0524
C 0.5157 -3.6322 2.6091
C 2.0117 -3.2831 2.6710
C -0.1899 -3.1419 3.8709
C 0.3637 -5.1532 2.5046
N -2.9464 0.3173 -0.2132
N -3.6338 -0.8011 -0.2487
C -4.7414 -0.8925 -0.9541
C -5.2911 0.2643 -1.5438
C -4.5602 1.4333 -1.5706
C -5.0259 2.6574 -2.2683
C -3.2990 1.3955 -0.9299
S -2.1682 2.6944 -1.1206
C -5.2938 -2.2819 -1.1631
C -4.1395 -3.1073 -1.7564
C -5.7115 -2.8935 0.1786
C -6.4758 -2.2929 -2.1323
C -1.6257 1.5711 2.8175
S -0.5203 2.6383 2.0387
C -4.2590 -1.3082 4.4320
C -3.5645 -2.6667 4.2822
C -4.6006 -1.1129 5.9104
C -5.5492 -1.2851 3.6012
H -1.9806 3.0053 5.9063
H -2.0288 3.9204 4.3938
H -0.5515 3.0965 4.8541
H -3.3213 1.0092 5.6661
H 0.6230 -4.4740 0.0084
H 0.4023 -4.2614 -2.4431
H 0.8710 -2.6099 -2.8689
H -0.8062 -3.1027 -3.0164
H 2.1571 -2.2398 2.9338
H 2.5042 -3.4776 1.7213
H 2.4801 -3.9013 3.4290
H -0.3130 -2.0611 3.8608
H 0.3804 -3.4246 4.7502
H -1.1622 -3.6157 3.9279
H 1.1002 -5.5972 1.8398
H -0.6326 -5.4320 2.1709
H 0.5192 -5.5805 3.4908
H -6.2678 0.2321 -1.9946
H -5.9738 2.4759 -2.7673
H -4.2916 2.9940 -3.0018
H -5.1559 3.4698 -1.5529
H -3.3168 -3.1652 -1.0477
H -3.7817 -2.6632 -2.6836
H -4.4921 -4.1105 -1.9725
H -4.8766 -2.8831 0.8749
H -6.0242 -3.9210 0.0162
H -6.5503 -2.3475 0.6034
H -6.2065 -1.8679 -3.0977
H -7.3319 -1.7628 -1.7221
H -6.7829 -3.3211 -2.3019
H -2.7369 -2.7258 4.9847
H -3.1978 -2.7980 3.2679
H -4.2660 -3.4613 4.5185
H -3.7036 -1.0794 6.5254
H -5.1902 -1.9627 6.2439
H -5.1970 -0.2198 6.0778
H -5.3192 -1.3814 2.5444
H -6.1010 -0.3625 3.7667
H -6.1771 -2.1164 3.9081
C 5.9274 -3.1648 -1.9655
C 6.1206 -1.7233 -1.4602
C 7.0875 -0.9623 -2.3792
C 6.7404 -1.7629 -0.0593
C 4.7669 -1.0463 -1.4597
C 4.0369 -0.8915 -0.2784
C 2.8756 -0.1663 -0.3261
Br 1.8810 0.2405 1.2940
C 2.3496 0.4354 -1.4838
O 1.2657 1.1752 -1.3158
C 3.0421 0.2121 -2.7020
C 4.2098 -0.5382 -2.6361
C 2.6165 0.8842 -4.0034
C 1.1150 0.7520 -4.2809
C 2.9523 2.3796 -3.8769
C 3.3571 0.3151 -5.2198
H 6.8766 -3.6903 -1.9104
H 5.5809 -3.1810 -2.9959
H 5.2082 -3.6934 -1.3424
H 8.0904 -1.3522 -2.2350
H 7.0953 0.0989 -2.1351
H 6.8457 -1.0720 -3.4316
H 7.7639 -2.1173 -0.1351
H 6.2162 -2.4434 0.6051
H 6.7636 -0.7715 0.3876
H 4.3741 -1.2972 0.6614
H 4.7537 -0.7073 -3.5487
H 0.5111 1.2872 -3.5422
H 0.8110 -0.2924 -4.3183
H 0.8985 1.1863 -5.2539
H 2.3771 2.8407 -3.0702
H 2.7040 2.8887 -4.8039
H 4.0189 2.5011 -3.7007
H 3.2262 -0.7621 -5.3058
H 4.4194 0.5464 -5.2037
H 2.9411 0.7703 -6.1147
C 4.6227 4.6357 -0.2506
C 4.0762 3.2815 -0.6757
N 2.7086 3.1118 -0.1850
C 1.8331 4.1803 -0.3678
N 0.5500 3.8796 -0.1788
C -0.3260 5.0470 -0.0497
C -0.0274 6.0233 -1.1838
C 1.4041 6.4999 -1.0030
N 2.2912 5.3800 -0.7047
C 3.7111 5.7098 -0.8304
H 5.6358 4.7754 -0.6255
H 4.6525 4.6971 0.8378
H 4.6839 2.4548 -0.3090
H 4.0521 3.2250 -1.7629
H 2.7043 2.8214 0.7916
H -0.1360 5.5310 0.9176
H -1.3709 4.7259 -0.0592
H -0.7063 6.8743 -1.1649
H -0.1489 5.5067 -2.1388
H 1.4609 7.2150 -0.1740
H 1.7557 7.0105 -1.9040
H 3.8861 6.6670 -0.3281
H 3.9262 5.8573 -1.8951

---

No. 2
35
Properties=species:S:1:pos:R:3 method="wB97M-V/def2-TZVPD" total_energy_ev=-38341.753 multiplicity=2 s2=0.757 lumo_ev="-9.70 / -12.91" homo_energy_ev="-16.82 / -16.64" charge=+2
Li -16.8482 12.3851 16.2375
Li -20.9933 11.0234 13.7622
Li -18.8515 9.7470 15.7619
S -17.8488 11.4518 13.4693
O -19.2660 11.8668 13.4976
O -17.0282 12.3988 14.2523
O -17.7677 10.1894 14.1779
O -17.4527 11.3329 12.0897
O -15.6834 8.8811 15.0832
H -16.4892 9.2823 14.7576
H -15.0755 8.9306 14.3455
O -19.1911 10.3540 10.6509
H -19.7064 11.1605 10.6641
H -18.3950 10.5698 11.1365
O -19.9010 14.3149 14.8655
H -19.7724 13.8672 15.7018
H -20.0925 13.6124 14.2442
O -17.0551 13.8109 10.9065
H -17.1081 14.3987 11.6601
H -17.1634 12.9351 11.2772
O -17.6191 14.7294 13.6570
H -17.3899 13.8532 13.9669
H -18.4322 14.9410 14.1154
O -17.9305 8.2554 12.6802
H -17.5486 8.8608 13.3157
H -18.2236 8.8154 11.9614
O -19.9862 13.1652 11.4558
H -19.5273 13.9900 11.6152
H -19.8225 12.6437 12.2416
O -15.2972 10.3090 10.9076
H -15.6521 9.8506 10.1459
H -16.0577 10.7256 11.3128
O -14.6536 13.0869 13.3275
H -14.6080 12.6525 12.4758
H -15.4660 12.7648 13.7180

---

No. 3
33
Properties=species:S:1:pos:R:3 method="wB97M-V/def2-TZVPD" total_energy_ev=-55553.328 lumo_ev=-1.09 homo_energy_ev=-2.92 charge=-1
N 1.1918 -0.7795 -2.7743
C 0.2568 -0.0863 -2.7619
O -0.9382 0.3571 -2.6167
C -1.3527 0.5449 -1.2254
O -1.1473 1.7324 -0.6546
P 0.1339 1.6970 0.5785
C 1.6613 1.8175 1.7363
O 2.1224 0.4997 2.1133
C 3.1906 0.4560 2.8759
F 3.8999 1.5743 2.9368
F 4.0148 -0.4929 2.4314
F 2.9175 0.1252 4.1294
N 1.3272 2.0581 -0.8760
C 1.2164 3.1445 -1.3793
O 1.1016 4.2447 -1.8128
C -1.1370 1.6425 2.0540
O -2.1344 2.3627 1.9214
O -0.8509 0.9387 3.0029
O 0.2443 -0.0083 0.3924
C -0.8990 -0.4817 -0.1692
P -0.8884 -2.2708 -0.5977
O 0.3313 -2.9557 -0.1231
H -2.4429 0.4791 -1.3133
H -0.0425 3.1262 0.6549
H 1.3817 2.4254 2.5935
H 2.4088 2.3579 1.1755
H -1.7276 -0.4057 0.5567
H -0.9628 -2.4415 -2.0134
H -2.0122 -2.8833 0.0305
O -2.6491 -4.4689 -2.5735
H -2.9397 -4.1572 -3.4681
H -1.9733 -5.1905 -2.6357
H -3.4196 -4.7340 -2.0072

---

No. 4
55
Properties=species:S:1:pos:R:3 method="wB97M-V/def2-TZVPD" total_energy_ev=-55529.172 lumo_ev=-9.98 homo_energy_ev=-13.41 charge=+1
Tl 2.0613 1.7420 1.2653
B 0.4183 0.4369 0.4509
H -0.2688 -0.0448 -0.2276
H 1.3269 -0.1349 0.5588
H 0.5534 1.4318 0.0558
H -0.1211 0.5912 1.3726
B 2.7174 1.3543 -0.8901
H 3.4886 1.3149 -0.1364
H 1.9846 0.6001 -0.6488
H 2.2319 2.3170 -0.8486
H 3.1174 1.1397 -1.8690
C 0.0650 0.8358 -1.8589
C 1.2503 0.2141 -2.5974
O 1.3232 1.1812 -3.6664
C 0.1739 1.8168 -3.9106
O -0.0101 2.5377 -4.9163
O -0.6720 1.5313 -2.8767
F 0.8603 -0.9958 -2.9366
H 0.2660 1.5149 -1.0303
H -0.6613 0.0875 -1.5413
H 2.1552 0.1078 -1.9991
C -0.7194 -0.7735 2.8545
C -1.9025 0.1202 3.1191
O -2.8898 -0.8352 2.8873
C -2.4665 -2.0628 2.9366
O -3.1580 -3.0523 3.0680
O -1.1743 -2.1089 2.9120
F -1.9364 0.9740 2.1399
H 0.0702 -0.6417 3.5943
H -0.2374 -0.5612 1.9002
H -1.7935 0.7016 4.0346
C -1.9864 0.4472 -0.0818
C -1.4719 1.8552 -0.1165
O -2.4855 2.6751 0.4587
C -3.5614 1.9770 0.4960
O -4.7012 2.3612 0.8890
O -3.3847 0.7239 -0.0884
F -1.2055 2.1568 -1.4242
H -1.7935 -0.0797 0.8527
H -1.6523 -0.0796 -0.9756
H -0.5297 1.9480 0.4237
C 0.2577 -2.1051 0.2615
N -1.1913 -2.1780 0.3405
O -1.6627 -2.9014 1.1627
O -1.7847 -1.5632 -0.5001
H 0.7347 -1.5775 -0.5645
H 0.6832 -3.1081 0.2300
H 0.6323 -1.4851 1.0760
C 2.5671 -1.2497 -1.0867
N 2.9531 -1.7620 0.2682
O 2.4498 -1.1579 1.2154
O 3.6278 -2.7642 0.3519
H 2.5455 -2.0784 -1.7945
H 3.3430 -0.5640 -1.4270
H 1.5639 -0.8301 -1.1626